Computed, not measured: 3 unconnected molecules or ions with the total composition C16H39BIN3O4 in a non-equilibrium geometry, with ωB97M-V with the def2-TZVPD basis set.

Computed properties:
net charge: 0
SMILES string: NB(O)OC(=O)OCCCI.CCN(CC)CC.CCN(CC)CC
molar mass: 475.22 g mol⁻¹
highest occupied orbital energy: -7.91 eV
orbital gap: 7.744 eV

```
64
Properties=species:S:1:pos:R:3:forces:R:3:mulliken_charge:R:1
I 3.94564 -0.16872 -3.03943 -0.80 -0.37 0.92 0.0269
O -3.47919 1.29455 -0.91562 3.05 -2.32 -0.56 -0.3193
O -2.64134 -0.70028 -2.11038 0.92 9.04 2.39 -0.4542
O -3.76076 -0.64412 0.84999 2.31 2.34 -0.66 -0.4583
O -1.38540 1.37617 -2.35768 -2.74 -1.48 2.79 -0.2618
N 8.16297 1.68347 -1.76425 -0.09 -0.23 0.19 0.1376
N -7.82331 -2.96852 1.73480 0.04 0.14 -0.22 0.0996
N -3.22563 1.74547 1.60518 1.29 -0.64 -2.44 -0.5993
C 10.58499 2.48592 -1.91188 0.43 0.03 0.03 -0.9510
C -0.11867 1.14166 -1.64864 2.42 0.59 -0.37 -0.4373
C 7.52261 2.92728 -2.20361 0.09 -0.26 -0.12 -0.3792
C 9.52379 1.44559 -2.25268 -0.23 -0.06 -0.32 -0.6983
C -7.17614 -3.97720 2.57972 -0.24 0.04 -0.23 -0.2574
C -9.21297 -2.64025 2.06355 0.01 -0.39 -0.15 -0.6926
C 8.57418 2.36696 0.66770 0.10 0.06 0.32 -0.9620
C -7.93562 -5.29629 2.67337 -0.12 -0.03 0.02 -1.4219
C 7.49245 3.11548 -3.71663 0.09 -0.01 -0.08 -1.3689
C 7.95630 1.40267 -0.33977 -0.28 -0.11 -0.20 -0.6453
C 2.10016 -0.49721 -1.84121 -1.57 -0.26 -0.23 -0.7160
C 0.88580 0.28088 -2.66085 -0.36 -0.26 0.67 -0.4536
C -9.49766 -2.11015 3.46445 -0.31 0.23 0.21 -0.9437
C -6.56081 -0.93041 2.63083 0.11 0.37 0.08 -0.7371
C -2.50320 0.61248 -1.78278 -0.56 -6.42 -1.83 0.5433
C -6.96209 -1.81500 1.45478 0.17 -0.27 -0.22 -0.6926
B -3.48429 0.75285 0.45739 0.15 -0.75 2.06 0.5469
H 9.64972 2.21606 0.76114 -0.03 0.11 -0.02 0.2126
H 0.21512 -0.55147 -3.14053 1.34 1.76 0.66 0.2091
H 9.86974 0.46158 -1.90717 -0.28 0.17 0.12 0.3426
H -6.04286 -2.18472 0.97978 -0.18 -0.09 0.12 0.3355
H -9.60330 -1.92311 1.32824 0.34 -0.08 0.04 0.3275
H -6.21845 -1.50854 3.49296 -0.06 0.01 -0.05 0.2197
H 6.87391 1.36642 -0.15422 0.09 0.09 -0.22 0.3430
H 6.94178 4.03052 -3.96466 0.09 -0.15 0.09 0.4216
H -7.35676 -6.01520 3.26509 -0.06 0.15 -0.09 0.4270
H 8.49690 3.21998 -4.13797 -0.11 -0.04 0.02 0.3016
H 6.47951 2.92260 -1.86514 0.18 -0.16 0.19 0.4574
H -10.56723 -2.20995 3.68355 0.12 0.00 -0.01 0.3690
H 0.40321 2.20629 -1.52169 -1.38 -2.22 -0.11 0.2657
H 8.30928 0.38719 -0.11709 0.06 0.13 -0.21 0.3621
H -7.37985 -0.28324 2.94491 0.02 -0.07 0.11 0.2493
H -7.43645 -1.18791 0.68854 -0.12 -0.18 0.13 0.3166
H -3.10839 2.70175 1.19358 0.01 -1.12 0.63 0.2552
H -9.25761 -1.04908 3.54814 0.07 -0.11 0.11 0.2812
H 6.99013 2.27805 -4.21214 0.12 0.05 0.10 0.2780
H -9.82479 -3.53687 1.90615 0.20 0.00 0.03 0.3928
H 10.95891 2.35898 -0.89475 -0.05 0.15 -0.05 0.2775
H -6.19148 -4.20914 2.15629 -0.09 0.30 -0.06 0.3982
H -8.95572 -2.65512 4.24045 0.01 0.02 -0.06 0.2362
H 7.99485 3.80425 -1.75122 0.03 0.23 0.05 0.2298
H -2.31351 1.51000 2.09369 -1.72 0.34 -0.49 0.2440
H 10.22484 3.51041 -2.02839 -0.02 -0.06 0.01 0.2432
H 8.38609 3.41388 0.41613 0.03 -0.09 -0.01 0.2644
H 11.44465 2.36524 -2.58149 -0.11 0.03 0.07 0.3658
H 8.14278 2.18836 1.65850 0.02 0.02 -0.09 0.4036
H -3.09007 -0.98494 1.52328 -1.58 0.90 -1.17 0.3016
H -7.00120 -3.60147 3.59213 0.08 0.00 0.23 0.2386
H -8.90462 -5.17850 3.16786 0.08 -0.03 -0.08 0.2997
H 9.48446 1.34176 -3.34387 -0.15 0.10 0.12 0.3695
H 1.82216 -1.65678 -1.85443 1.01 2.66 0.25 0.3173
H -8.09880 -5.73304 1.68253 -0.02 0.13 0.11 0.3242
H -5.73646 -0.27419 2.33165 -0.12 -0.12 0.04 0.2155
H 1.36657 0.99899 -3.47671 -1.38 -1.58 1.81 0.3733
H -0.22216 0.66944 -0.58328 -0.07 0.66 -2.14 0.2506
H 2.27332 -0.09176 -0.75622 -0.23 -0.83 -2.22 0.3747
```
Positions in Å, forces in eV/Å.